Molecular formula: C8H18O11Zn2
Method: DFT, ωB97M-V/def2-TZVPD

Each line ends with the natural charge from an NBO analysis.
Atoms and positions in Å:
Zn1 -1.5142 -1.4004 3.5384  1.5831
Zn2 0.8020 -2.1490 -0.2528  1.7561
O1 -1.0701 -0.0025 2.1468  -0.9113
O2 4.3181 1.2573 -3.2227  -0.7735
O3 1.8673 -0.9040 -1.5037  -1.0316
O4 0.2877 -2.9704 1.5345  -0.8803
O5 -0.3575 -0.2436 4.8797  -1.0252
O6 -2.2369 -0.8446 -4.1568  -0.7029
O7 -0.2268 -2.9426 3.6925  -0.8429
O8 -3.5360 0.4593 -5.3044  -0.6735
O9 -0.3102 3.0354 3.0695  -0.9492
O10 2.3644 0.6853 -4.1364  -0.7564
O11 -0.4725 -0.6586 0.1134  -0.8480
C1 3.0631 1.3334 -3.3355  0.7144
C2 -1.3230 1.5205 0.3266  -0.7466
C3 -0.9279 0.1949 0.9041  0.8669
C4 0.3111 -3.4737 2.6875  0.8621
C5 -2.8414 0.2488 -4.2782  0.7411
C6 0.9282 -4.8545 2.8813  -0.7337
C7 2.3160 2.3250 -2.4184  -0.7464
C8 -2.5891 1.3394 -3.2373  -0.7321
H1 -1.7311 1.8936 -3.6236  0.2322
H2 0.3555 -0.6703 5.3750  0.5200
H3 1.2061 -4.9592 3.9272  0.2466
H4 2.9224 2.5800 -1.5439  0.1961
H5 -0.8338 2.3431 0.8470  0.2230
H6 1.4811 -0.0910 -1.9055  0.5722
H7 0.1573 -5.6094 2.7025  0.2600
H8 -2.3612 0.8960 -2.2692  0.1791
H9 -0.8577 1.6362 -0.6506  0.2709
H10 -3.4049 2.0549 -3.1312  0.2078
H11 -0.7335 3.7793 2.6272  0.4805
H12 2.1539 3.2113 -3.0300  0.2407
H13 -0.5034 2.2751 2.5108  0.4686
H14 1.7088 -5.1143 2.1720  0.2423
H15 1.3747 1.9750 -1.9754  0.1511
H16 -0.1343 0.7010 4.8634  0.5391
H17 -2.3825 1.7610 0.3352  0.2681
H18 2.7305 -0.6176 -1.1589  0.5317

Summary:
**ΔE to the lowest compared entry with this formula, charge and spin**: 295.37 kJ/mol
**Highest occupied orbital energy**: -6.1 eV
**Net charge**: 0

---

Molecular formula: C52H43AsBF4LaN5O4PS
Method: DFT, ωB97M-V/def2-TZVPD

Each line ends with the Löwdin charge.
Atoms and positions in Å:
La1 -1.5465 -0.0842 1.0070  1.9308
As1 -2.8147 2.9362 -1.0963  0.9999
S1 -4.0537 -7.1067 -5.2730  1.0059
P1 1.1334 1.3444 2.4596  1.0926
F1 -1.5728 -2.6673 4.6165  0.1569
F2 -2.4492 -0.7246 3.6813  0.0883
F3 -2.1327 -2.5296 2.3615  0.0626
F4 -0.3509 -1.3646 3.1231  -0.0141
O1 -2.7953 -9.2797 -5.8451  -0.0348
O2 -2.5014 1.2991 -0.9341  -0.6348
O3 0.1376 2.6018 -2.0040  -0.0055
O4 1.3560 -1.1884 0.1761  -0.0024
N1 1.6126 0.9423 -2.5423  0.1353
N2 -4.0358 -0.1824 1.1608  0.0181
N3 -6.4751 -0.1393 0.9083  0.0513
N4 -7.8490 1.8450 0.3756  0.0477
N5 0.4132 0.7382 -0.6302  0.0445
C1 2.3072 5.3125 0.3603  -0.1073
C2 -2.2570 -3.8425 -3.7113  -0.0281
C3 -2.2804 -2.8027 -1.4860  -0.1776
C4 0.5798 2.6478 6.3451  -0.0975
C5 -3.5876 3.1032 3.9656  -0.0917
C6 2.8802 4.1044 -0.0186  -0.0863
C7 -1.5130 2.8639 5.1451  -0.1806
C8 -5.1900 -0.1100 1.0289  -0.3519
C9 -2.7371 -8.3004 -5.1394  -0.7539
C10 4.2113 -0.4701 -0.3859  -0.0207
C11 3.6610 -0.0561 -1.5930  -0.1339
C12 1.6320 2.9487 1.7070  -0.3348
C13 0.4422 1.9217 4.0477  -0.3185
C14 1.9463 -1.5048 -2.7314  -0.1223
C15 1.2792 -0.2970 -0.6594  -0.4941
C16 0.9442 -2.6564 -4.5993  -0.1116
C17 4.0420 -1.3155 3.4938  -0.0859
C18 -1.7067 2.0044 2.7919  -0.2358
C19 -1.5853 -8.0517 -4.2006  -0.0468
C20 -4.0777 -5.7587 -2.8842  -0.1165
C21 -3.0132 2.4489 2.8457  -0.1840
C22 2.7685 0.6697 2.9661  -0.3541
C23 2.5407 2.9383 0.6468  -0.1061
C24 1.1769 2.1004 5.1877  -0.0832
C25 -4.6410 3.2687 -0.5988  -0.1982
C26 0.6467 1.5247 -1.7314  -0.5396
C27 -3.5684 -5.8081 -4.1811  -0.5984
C28 -7.1588 0.9433 0.6213  -0.4646
C29 4.5006 0.5093 -2.5519  -0.0342
C30 1.1978 -1.4825 -3.9001  -0.0193
C31 1.4219 -3.8679 -4.1264  -0.1047
C32 2.4287 -2.7220 -2.2635  -0.0145
C33 3.9035 1.4360 3.2185  -0.1029
C34 -2.6664 3.5040 -2.9130  -0.2116
C35 5.5668 -0.2872 -0.1336  -0.0663
C36 1.4075 5.3378 1.4150  -0.0992
C37 -2.6670 -4.8268 -4.5905  -0.1115
C38 2.1809 -0.2256 -1.9237  -0.2730
C39 -2.7392 -3.7978 -2.3942  -0.2535
C40 5.1652 -0.5403 3.7553  -0.1183
C41 2.8534 -0.7180 3.0971  -0.0897
C42 2.1636 -3.8941 -2.9514  -0.0737
C43 -0.7281 3.0344 6.3141  -0.0571
C44 1.0741 4.1661 2.0857  -0.0816
C45 6.3893 0.2948 -1.0842  -0.1015
C46 -2.8636 3.2915 5.1036  -0.0687
C47 -0.9480 2.2647 3.9883  -0.2403
C48 5.8510 0.6897 -2.3029  -0.0943
C49 -1.7440 4.1591 -0.0908  -0.1982
C50 5.0936 0.8386 3.6127  -0.1030
C51 -3.6707 -4.7719 -2.0048  -0.0256
C52 -1.8136 -1.9527 -0.7368  -0.1524
B1 -1.6559 -1.8647 3.5082  -1.3126
H1 7.4424 0.4434 -0.8805  0.0924
H2 -1.6286 3.4175 -3.2201  0.0155
H3 -1.8504 -7.4541 -3.3320  0.0715
H4 5.9657 -0.5933 0.8241  0.0934
H5 3.5739 -0.9166 0.3647  0.0986
H6 -1.1914 3.4754 7.1910  0.0986
H7 2.5578 6.2274 -0.1630  0.0900
H8 -2.2770 -4.8492 -5.6015  0.1016
H9 1.1685 2.7721 7.2465  0.0887
H10 -5.2594 3.3331 -1.4932  0.0367
H11 -3.0133 4.5366 -2.9754  0.0349
H12 -3.6815 2.2799 2.0028  0.0471
H13 6.4818 1.1374 -3.0609  0.0936
H14 1.9859 -1.3257 2.8767  0.0911
H15 3.5855 4.0622 -0.8402  0.0984
H16 1.2053 -4.7860 -4.6577  0.0918
H17 0.3638 4.2041 2.9024  0.1032
H18 2.5251 -4.8363 -2.5589  0.0980
H19 -4.6254 3.4210 3.9251  0.0937
H20 -0.7623 4.2124 -0.5554  0.0214
H21 2.9869 -2.7555 -1.3367  0.1139
H22 -2.2555 5.1227 -0.1083  0.0390
H23 -1.5412 -3.0923 -4.0186  0.0907
H24 0.7886 -0.5433 -4.2454  0.1094
H25 0.3514 -2.6192 -5.5053  0.0974
H26 2.9989 2.0065 0.3370  0.0955
H27 -3.3007 2.8610 -3.5224  0.0399
H28 -3.3015 3.7564 5.9810  0.0953
H29 -4.0589 -4.7378 -0.9959  0.1182
H30 -1.1908 -9.0217 -3.9059  0.0820
H31 -0.8128 -7.5100 -4.7501  0.0884
H32 -4.9928 2.4421 0.0108  -0.0049
H33 -4.7170 4.1922 -0.0268  0.0377
H34 4.0872 -2.3935 3.5901  0.1003
H35 -1.6541 3.8010 0.9362  0.0101
H36 5.9656 1.4533 3.8044  0.0936
H37 3.8594 2.5129 3.1048  0.1063
H38 4.1025 0.8036 -3.5162  0.1097
H39 6.0920 -1.0104 4.0622  0.0910
H40 -4.7877 -6.5111 -2.5625  0.0992
H41 2.2244 1.8251 5.2132  0.0887
H42 2.1167 1.5430 -3.1706  0.1314
H43 0.9537 6.2722 1.7227  0.0965

Summary:
**ΔE to the lowest compared entry with this formula, charge and spin**: 30.08 kJ/mol
**Highest occupied orbital energy**: -3.0 eV
**Net charge**: -2